#one
A cluster of 16 separate species, H32O16 in total. Source: the Open Molecules 2025 dataset; level of theory: ωB97M-V/def2-TZVPD.

Properties
**Net charge**: 0

Last column: natural (NBO) charge in e.
Cartesian coordinates (Å):
1 O 2.33 -2.57 0.37  -0.98
2 H 2.39 -3.50 0.51  0.48
3 H 1.50 -2.39 0.80  0.51
4 O 3.18 -0.36 2.04  -0.97
5 H 2.31 -0.59 1.79  0.48
6 H 3.62 -1.18 1.79  0.48
7 O 2.75 -0.79 -1.53  -0.96
8 H 2.36 -1.43 -0.95  0.50
9 H 2.62 -1.07 -2.42  0.47
10 O 0.48 -1.13 1.93  -1.01
11 H -0.09 -1.52 2.62  0.49
12 H -0.20 -0.74 1.34  0.52
13 O -1.34 1.05 1.96  -1.00
14 H -1.22 1.83 1.47  0.49
15 H -0.93 1.21 2.84  0.50
16 O -2.59 -1.49 -2.40  -0.96
17 H -2.70 -0.71 -1.86  0.48
18 H -2.22 -1.16 -3.24  0.45
19 O -3.02 0.44 -0.59  -0.96
20 H -3.42 -0.22 -0.03  0.51
21 H -3.68 0.74 -1.20  0.48
22 O -2.79 -1.33 1.76  -1.01
23 H -2.49 -0.40 1.72  0.49
24 H -2.19 -1.87 1.29  0.49
25 O 1.12 2.11 3.21  -0.97
26 H 1.58 2.90 3.39  0.46
27 H 1.43 1.84 2.34  0.49
28 O -1.32 3.33 0.54  -0.96
29 H -0.64 3.85 0.97  0.48
30 H -1.07 3.08 -0.36  0.50
31 O 1.72 1.55 0.66  -0.96
32 H 2.58 1.15 0.75  0.53
33 H 1.82 2.44 0.36  0.49
34 O -0.66 2.58 -2.03  -0.95
35 H -0.24 3.35 -2.33  0.49
36 H -0.74 1.96 -2.72  0.50
37 O -0.08 -0.16 -0.40  -1.01
38 H 0.63 0.40 -0.06  0.51
39 H -0.86 0.42 -0.47  0.50
40 O 1.78 1.39 -2.56  -1.01
41 H 1.08 1.87 -2.11  0.46
42 H 1.86 0.45 -2.27  0.49
43 O -1.32 -2.80 0.18  -0.98
44 H -2.03 -3.42 0.00  0.47
45 H -0.87 -2.73 -0.63  0.50
46 O 0.07 -2.42 -2.03  -0.97
47 H 0.06 -1.54 -1.66  0.50
48 H -0.54 -2.40 -2.80  0.48

#two
A cluster of 16 separate species, H32O16 in total. Source: the Open Molecules 2025 dataset; level of theory: ωB97M-V/def2-TZVPD.

Properties
**Net charge**: 0

Last column: natural (NBO) charge in e.
Cartesian coordinates (Å):
1 O 3.79 -0.49 0.75  -0.98
2 H 4.67 -0.32 0.45  0.47
3 H 3.11 -0.46 0.05  0.49
4 O 2.21 -0.17 -1.47  -0.98
5 H 2.34 -1.12 -1.76  0.50
6 H 2.31 0.46 -2.19  0.52
7 O -0.47 -2.62 -1.76  -0.94
8 H 0.48 -2.48 -1.79  0.47
9 H -0.50 -3.57 -1.77  0.49
10 O -3.45 0.11 0.60  -1.00
11 H -2.94 0.80 1.07  0.47
12 H -2.84 -0.65 0.44  0.49
13 O -0.18 -0.28 -0.04  -1.00
14 H 0.60 0.06 -0.49  0.48
15 H -0.27 0.32 0.69  0.50
16 O 1.56 1.54 1.30  -0.97
17 H 0.91 2.19 1.01  0.50
18 H 2.31 1.79 0.75  0.48
19 O 0.60 -2.92 1.08  -0.97
20 H 1.24 -2.68 1.71  0.46
21 H 0.42 -2.13 0.57  0.49
22 O -1.37 -1.28 2.69  -0.98
23 H -1.45 -2.12 2.23  0.48
24 H -0.44 -1.02 2.62  0.48
25 O -2.55 -2.34 0.05  -0.94
26 H -3.29 -2.86 -0.21  0.47
27 H -1.87 -2.62 -0.53  0.48
28 O 0.10 2.03 4.01  -0.94
29 H 0.79 2.71 3.92  0.46
30 H -0.16 1.85 3.10  0.47
31 O -2.21 0.57 -2.30  -0.93
32 H -1.78 -0.14 -1.84  0.51
33 H -2.41 0.27 -3.21  0.48
34 O 0.40 -0.82 -3.97  -0.96
35 H 0.26 -1.62 -3.46  0.46
36 H 0.35 -0.09 -3.35  0.48
37 O 0.06 1.69 -3.02  -1.02
38 H -0.20 2.47 -3.54  0.49
39 H -0.78 1.29 -2.72  0.50
40 O -1.40 1.92 1.61  -0.98
41 H -1.89 2.37 2.36  0.50
42 H -1.42 2.58 0.91  0.50
43 O 1.41 -0.44 3.03  -0.96
44 H 2.03 -1.18 2.91  0.46
45 H 1.55 0.21 2.38  0.49
46 O -0.10 3.12 -0.61  -0.97
47 H -0.09 2.40 -1.21  0.49
48 H 0.57 3.64 -1.06  0.47

Ranking the structures above by energy, #one is first and the second is 13.2 kcal/mol behind.